(1)
Below is a structure of composition C41H48CoGe2N8O3, with properties calculated with the ωB97M-V functional and the def2-TZVPD basis.

Last column: Löwdin charge in e.
Element x y z (Å)
Co  -0.17764  -0.80490  -0.34030  0.30
O  5.43881  -5.62468  0.92774  0.12
N  5.10014  -4.88573  0.04013  -0.33
O  5.65413  -4.76294  -1.03416  0.09
C  3.92780  -4.00420  0.30665  -0.05
C  3.58958  -3.85818  1.60134  0.09
C  2.51134  -2.99471  1.98757  -0.11
C  2.18124  -2.74624  3.33273  0.04
C  1.17702  -1.85725  3.60480  0.00
C  0.47134  -1.27780  2.54007  -0.11
N  0.72632  -1.53626  1.26668  0.06
C  1.77800  -2.35243  0.99454  -0.12
C  2.16517  -2.49561  -0.39042  -0.14
N  1.46052  -1.74532  -1.27422  0.08
C  1.79038  -1.79859  -2.55062  -0.09
C  2.81604  -2.62109  -3.02823  0.00
C  3.54055  -3.37964  -2.14516  0.03
C  3.24022  -3.31443  -0.76555  -0.06
H  4.15209  -4.39231  2.35575  0.14
H  2.73060  -3.23639  4.12501  0.14
H  0.90154  -1.60779  4.61895  0.13
H  -0.33838  -0.58746  2.73687  0.09
H  1.21587  -1.17592  -3.22576  0.12
H  3.02750  -2.65667  -4.08718  0.12
H  4.33717  -4.01500  -2.49529  0.11
C  0.40377  5.16637  0.78750  -0.15
C  1.12485  3.93701  0.22180  -0.32
Ge  0.77923  2.34130  1.26968  0.94
C  1.97402  2.11641  2.77955  -0.31
C  1.49507  2.89536  4.01040  -0.14
C  -1.03639  2.19482  1.81963  -0.23
C  -2.11507  1.40066  1.88608  -0.29
Ge  -2.26788  -0.28211  0.77913  0.96
C  -3.66593  0.06316  -0.59876  -0.35
C  -5.16424  -0.12139  -0.35381  -0.15
C  -2.65734  -1.96144  1.80975  -0.35
C  -3.95195  -2.25716  2.57018  -0.16
C  -3.28618  1.86991  2.70289  -0.22
C  -3.29254  3.05733  3.44811  -0.04
C  -4.39613  3.43764  4.18728  -0.06
C  -5.53594  2.64146  4.21081  -0.06
C  -5.55287  1.46708  3.48208  -0.05
C  -4.43821  1.09790  2.74141  -0.07
H  0.58832  6.04238  0.16753  0.08
H  0.74160  5.40844  1.79555  0.07
H  -0.67502  5.01229  0.82587  0.07
H  2.20800  4.09153  0.22089  0.07
H  0.82594  3.75531  -0.81136  0.05
H  2.96938  2.44843  2.47258  0.07
H  2.04768  1.05053  3.00318  0.05
H  1.39820  3.96197  3.80520  0.07
H  2.19830  2.79081  4.83495  0.08
H  0.52597  2.53409  4.35437  0.07
H  -1.11816  3.13631  2.37399  0.04
H  -3.38781  -0.57282  -1.44593  0.04
H  -3.48187  1.08789  -0.93706  0.06
H  -5.40580  -1.13274  -0.03068  0.06
H  -5.71756  0.05514  -1.27732  0.08
H  -5.55582  0.57352  0.38395  0.06
H  -1.82741  -2.11276  2.49952  0.03
H  -2.51728  -2.73167  1.04345  0.04
H  -4.03738  -1.65145  3.46891  0.07
H  -3.97408  -3.30013  2.88902  0.07
H  -4.84210  -2.08964  1.96819  0.05
H  -2.43371  3.71338  3.46848  0.10
H  -4.36950  4.35987  4.75037  0.11
H  -6.39809  2.93989  4.79021  0.11
H  -6.43058  0.83504  3.48247  0.11
H  -4.48082  0.18490  2.17510  0.05
N  -1.34954  -2.62162  -1.45508  0.09
C  -1.45092  -2.14659  -2.80549  -0.25
C  -1.71036  -2.96474  -3.86979  0.00
C  -1.86794  -2.44027  -5.17131  -0.04
C  -1.81665  -1.09316  -5.37854  -0.01
C  -1.54382  -0.21740  -4.29976  -0.14
C  -1.53728  1.19280  -4.44033  0.02
C  -1.28508  1.97174  -3.35126  -0.02
C  -0.96669  1.34710  -2.13082  -0.12
N  -0.93250  0.04580  -1.96352  0.01
C  -1.29805  -0.75088  -3.02217  -0.19
H  -2.26911  -2.63940  -1.02073  0.08
H  -1.00072  -3.57465  -1.43901  0.11
H  -1.83420  -4.02765  -3.70480  0.12
H  -2.07866  -3.11148  -5.99151  0.12
H  -1.99536  -0.67645  -6.36027  0.12
H  -1.76253  1.63090  -5.40390  0.13
H  -1.31220  3.04997  -3.40211  0.12
H  -0.73981  1.94845  -1.25793  0.09
C  5.67354  0.51229  -2.38388  0.02
N  4.35337  0.92955  -1.94375  -0.06
C  3.80577  0.59888  -0.63936  0.01
C  2.39204  1.09854  -0.81066  -0.42
O  1.53289  0.96071  0.13260  -0.15
N  2.18923  1.62449  -1.99039  0.23
C  3.38400  1.49802  -2.65538  -0.35
N  3.48434  1.91041  -3.91048  0.25
H  6.41551  0.81728  -1.64854  0.11
H  5.92674  0.98410  -3.32930  0.09
H  5.70592  -0.57028  -2.50808  0.10
H  4.30859  1.14088  0.16739  0.16
H  3.84620  -0.47091  -0.42242  0.14
H  2.69215  2.38780  -4.30827  0.13
H  4.35710  1.93255  -4.40824  0.12

- spin multiplicity = 2
- charge = +2
- lowest unoccupied orbital energy (alpha / beta) (eV) = -5.83 / -5.83
- F_max (eV/Å) = 0.7
- expectation value of S² = 0.84


(2)
Below is a structure of composition C41H48DyF2N5O3S2Si3 at a distorted geometry, with properties calculated with the ωB97M-V functional and the def2-TZVPD basis.

Last column: Löwdin charge in e.
Element x y z (Å)
Dy  -0.45758  -0.21985  -0.73778  1.39
F  0.11173  3.31176  -5.59925  0.02
C  -0.46101  2.16627  -5.11265  -0.27
C  -0.27698  1.79695  -3.79788  -0.07
C  -0.82771  0.61728  -3.25269  -0.11
C  -1.58799  -0.17568  -4.17228  -0.15
C  -1.80304  0.27604  -5.47823  -0.21
F  -2.59395  -0.37509  -6.40089  0.00
C  -1.24880  1.43461  -5.97790  0.02
C  -2.00681  -1.51281  -3.73064  -0.20
C  -2.62169  -2.44703  -4.57747  -0.01
C  -2.79165  -3.75250  -4.16635  -0.07
C  -2.34067  -4.12059  -2.91019  -0.06
C  -1.81994  -3.12293  -2.10052  -0.16
N  -1.67383  -1.86365  -2.47614  0.04
H  0.35231  2.44610  -3.19835  0.08
H  -1.43044  1.73887  -6.99831  0.12
H  -2.94986  -2.17870  -5.56389  0.09
H  -3.25983  -4.46599  -4.83404  0.10
H  -2.37977  -5.14514  -2.57414  0.10
H  -1.47844  -3.33857  -1.10058  0.04
C  1.59646  0.91607  2.35804  -0.18
O  0.67443  0.08068  1.70598  -0.41
Si  -0.44004  -0.83484  2.58361  0.33
C  -1.72791  0.33739  3.38694  -0.16
C  0.40925  -1.51793  4.18055  -0.16
C  -0.89372  -2.12062  1.27357  -0.50
Si  -2.59707  -2.84625  1.67557  0.44
C  -3.25743  -4.24460  0.51779  -0.19
C  -2.70190  -3.72692  3.39934  -0.19
C  -4.06932  -1.62454  1.73088  -0.17
Si  0.53233  -3.38332  1.17229  0.42
C  0.60601  -4.54907  -0.35831  -0.21
C  2.30108  -2.64096  1.25705  -0.20
C  0.54993  -4.75054  2.54950  -0.20
H  1.10164  1.56923  3.07851  0.06
H  2.10201  1.55224  1.63016  0.07
H  2.34646  0.31428  2.88275  0.09
H  -1.24056  1.14679  3.92880  0.02
H  -2.35304  -0.20432  4.09137  0.02
H  -2.36965  0.79098  2.64078  0.01
H  0.65213  -0.75104  4.91074  0.02
H  1.31502  -2.06726  3.95660  0.01
H  -0.27384  -2.21001  4.66117  0.01
H  -2.50892  -4.98387  0.26016  0.01
H  -3.65170  -3.82504  -0.40132  0.01
H  -4.07722  -4.77390  0.99549  0.02
H  -2.09560  -4.62553  3.41970  0.00
H  -3.71538  -4.01883  3.66577  0.01
H  -2.33975  -3.06517  4.17828  0.00
H  -4.05670  -0.93272  0.89488  0.00
H  -4.07251  -1.03208  2.63965  0.01
H  -5.01585  -2.15823  1.68865  0.02
H  0.81453  -4.00381  -1.27085  -0.04
H  -0.30883  -5.11511  -0.48831  0.00
H  1.40695  -5.26780  -0.21831  0.02
H  2.27918  -1.59923  0.96066  -0.02
H  2.97823  -3.14466  0.57488  0.03
H  2.72963  -2.69403  2.25233  0.02
H  -0.22091  -5.48662  2.34213  0.01
H  0.35536  -4.34203  3.53321  0.00
H  1.49959  -5.27953  2.58919  0.02
O  -4.29310  0.96872  -0.23716  0.02
C  -3.23589  1.55989  -0.00920  -0.60
O  -2.08153  1.06091  -0.17233  -0.27
C  -3.31577  2.99263  0.49546  -0.13
C  -4.52321  3.64936  0.30575  -0.04
C  -4.71557  4.95969  0.69583  -0.11
C  -3.68477  5.63451  1.33358  -0.12
C  -2.48855  4.99257  1.55935  -0.15
C  -2.26882  3.67933  1.12902  -0.56
S  -0.68338  3.02663  1.41201  0.84
H  -5.31271  3.09234  -0.17680  0.11
H  -5.66466  5.44513  0.50864  0.09
H  -3.80838  6.66584  1.64262  0.09
H  -1.67286  5.48762  2.06739  0.08
S  1.68560  -1.54360  -1.88995  0.55
C  2.91732  -0.35902  -1.58276  -0.86
N  4.13038  -0.72401  -1.90669  0.00
N  5.20016  0.12353  -1.73688  -0.02
C  5.71043  0.70463  -0.61912  -0.26
C  5.06612  0.70008  0.62913  -0.04
C  5.67058  1.26036  1.73175  -0.10
C  6.92172  1.85868  1.64101  -0.14
C  7.56641  1.87756  0.41256  -0.14
C  6.97811  1.31123  -0.69737  -0.06
N  2.70766  0.90795  -1.15909  0.01
N  1.49791  1.37684  -1.00650  -0.05
C  1.43891  2.72469  -0.82285  -0.33
C  2.58499  3.53693  -0.65132  -0.02
C  2.47423  4.89879  -0.61169  -0.10
C  1.21712  5.51274  -0.74933  -0.10
C  0.09055  4.75044  -0.88303  -0.12
C  0.15574  3.34278  -0.82884  -0.21
H  5.85017  0.00674  -2.50382  0.12
H  4.09330  0.24638  0.71463  0.08
H  5.15845  1.23162  2.68484  0.10
H  7.39099  2.29718  2.51213  0.08
H  8.54485  2.33613  0.32316  0.09
H  7.49799  1.32648  -1.64774  0.10
H  3.54714  3.04871  -0.59351  0.10
H  3.35617  5.51616  -0.49816  0.09
H  1.15243  6.59323  -0.77406  0.09
H  -0.87876  5.22126  -0.97050  0.11
H  -0.69391  2.74377  -1.13988  0.07

- spin multiplicity = 6
- charge = -2
- lowest unoccupied orbital energy (alpha / beta) (eV) = 3.97 / 3.38
- F_max (eV/Å) = 1.9
- expectation value of S² = 9.71
- energy above the lowest of the compared OMol25 structures with the same formula, charge and spin (kcal per mole) = 3.5